1.
{
  "formula": "C4H4I2",
  "method": "ωB97M-V/def2-TZVPD",
  "lumo_energy_ev": -0.35,
  "largest_force_ev_per_a": 2.8,
  "charge": 0,
  "e_above_lowest_ev": 4.905,
  "homo_ha": -0.28326,
  "homo_lumo_gap_ev": 7.35,
  "symbols": ["C", "C", "C", "C", "I", "I", "H", "H", "H", "H"],
  "coordinates": [[-2.362, 0.048, -1.314], [0.092, -1.177, 0.105], [0.943, -0.329, 0.099], [2.127, 0.328, 0.642], [-2.894, 1.609, 0.053], [-1.900, -1.707, -0.181], [-3.330, -0.299, -1.917], [1.815, 1.105, 1.347], [2.811, 0.759, -0.014], [2.698, -0.335, 1.180]]
}

=====

2.
{
  "formula": "IK",
  "method": "ωB97M-V/def2-TZVPD",
  "lumo_energy_ev": -1.00,
  "largest_force_ev_per_a": 0.0,
  "charge": 0,
  "e_above_lowest_ev": 0.000,
  "homo_ha": -0.27798,
  "homo_lumo_gap_ev": 6.57,
  "symbols": ["K", "I"],
  "coordinates": [[-0.251, -1.041, 1.098], [0.251, 1.041, -1.098]]
}

=====

3.
{
  "formula": "C2H4NP",
  "method": "ωB97M-V/def2-TZVPD",
  "lumo_energy_ev": [-1.77, -1.77],
  "largest_force_ev_per_a": 2.3,
  "charge": 0,
  "e_above_lowest_ev": 3.538,
  "homo_ha": [-0.29475, -0.29485],
  "homo_lumo_gap_ev": [6.26, 6.25],
  "symbols": ["C", "C", "N", "P", "H", "H", "H", "H"],
  "coordinates": [[1.462, -0.719, -0.073], [-1.537, 0.342, 0.001], [-1.475, 1.542, -0.185], [-1.659, -1.275, -0.041], [1.407, -0.488, -1.117], [1.682, -1.717, 0.234], [1.537, 0.067, 0.651], [-1.416, 2.249, 0.530]]
}

=====

4.
{
  "formula": "C4H9N3O",
  "method": "ωB97M-V/def2-TZVPD",
  "lumo_energy_ev": 0.63,
  "smiles": "C/N=C/N=C(\\C)NO",
  "largest_force_ev_per_a": 3.6,
  "charge": 0,
  "e_above_lowest_ev": 3.796,
  "homo_ha": -0.31510,
  "homo_lumo_gap_ev": 9.21,
  "symbols": ["C", "N", "C", "N", "C", "C", "N", "O", "H", "H", "H", "H", "H", "H", "H", "H", "H"],
  "coordinates": [[3.150, 0.178, 0.059], [1.720, 0.120, 0.280], [1.100, -0.954, -0.047], [-0.285, -1.228, -0.178], [-1.218, -0.262, -0.085], [-1.072, 1.181, -0.174], [-2.485, -0.761, 0.221], [-3.567, 0.086, 0.009], [3.387, 1.064, -0.548], [3.449, -0.757, -0.517], [3.674, 0.192, 1.028], [1.679, -1.910, -0.112], [-0.684, 1.491, 0.854], [-1.981, 1.691, -0.453], [-0.340, 1.378, -1.004], [-2.601, -1.670, -0.329], [-3.927, 0.162, 0.995]]
}